Here is a cluster of 2 separate species, C2H6P2 in total at a distorted geometry from the OMol25 dataset. Energies are from the ωB97M-V functional and the def2-TZVPD basis.

Its HOMO energy is -9.4212 eV. Its charge is 0.

```
10
Properties=species:S:1:pos:R:3:forces:R:3
C 0.99396 0.66232 0.22241 -2.82 1.64 -1.50
C -0.91197 0.29802 -0.44621 5.72 1.55 1.21
P 2.01954 -0.57698 -0.14317 0.21 0.28 0.27
P -0.99016 -1.39364 0.03619 0.49 -1.29 -0.85
H 1.22419 1.79546 0.38075 -0.51 -2.33 -0.05
H -1.44046 1.03853 0.10355 -0.63 0.58 -0.21
H -0.49202 0.47678 -1.43718 -1.09 0.24 -0.06
H 3.14893 0.22836 0.11078 0.49 -0.09 0.11
H -2.31988 -1.34150 -0.17994 -1.90 -0.82 -0.45
H -1.23213 -1.18737 1.35283 0.03 0.24 1.53
```
Positions in Å, forces in eV/Å.